ORCA calculation (ωB97M-V/def2-TZVPD) on 6 unconnected molecules or ions with the total composition C29H72BrO11PSi.

XYZ file:
```
115
C29H72BrO11PSi ωB97M-V/def2-TZVPD
C 14.569 1.977 -5.905
H 9.544 0.616 -0.992
C -8.724 0.798 7.035
H -5.406 -0.608 2.326
H -3.322 0.362 1.862
H 14.322 -0.208 -6.951
H 0.285 -1.695 -0.660
O 11.366 0.278 -4.585
H 17.473 2.536 -7.954
H -11.980 0.516 7.372
C 12.115 -0.876 -4.241
O -7.880 -0.230 4.114
O 9.346 -0.623 -2.640
P -1.740 -0.862 -1.604
H -14.973 1.822 4.998
C 5.546 -1.396 -3.083
C 3.471 -0.481 -3.790
H 2.581 0.811 -2.313
H 8.054 0.045 -4.057
H 4.375 0.027 -0.911
H -1.471 1.516 -1.005
H 12.423 -1.410 -5.147
C -9.294 -0.226 3.978
Si -3.844 -0.670 -0.876
C -14.423 2.481 9.074
H -14.196 1.858 9.938
H -5.946 -0.511 -2.239
C -4.298 -2.108 0.263
H -16.613 2.288 6.740
C 10.011 0.003 -4.902
H -14.779 3.456 9.426
H -6.304 0.698 1.586
C 15.181 -0.286 -6.276
H -3.523 1.739 -0.364
C -4.216 0.985 0.000
O -13.412 1.403 6.228
H 14.919 2.832 -5.329
H -9.079 1.757 7.430
H -5.577 0.954 3.136
H 18.638 1.276 -7.495
H -4.843 -3.717 -1.065
H 10.557 -0.843 -1.022
H 1.497 -0.414 -2.990
C -7.383 -1.358 4.812
O -15.434 1.827 8.327
H -11.055 0.609 4.844
H 9.727 0.680 -5.714
H 5.868 -1.931 -3.983
H 6.429 -1.083 -2.526
H 0.161 -1.043 1.694
C -12.964 0.282 6.977
H -15.213 0.400 6.025
H -3.742 -2.021 1.195
H 17.311 -0.594 -6.388
O -9.768 0.132 6.344
C -4.154 0.965 1.515
H -4.500 0.091 -3.084
H 17.393 1.813 -6.337
H -0.038 0.883 -1.837
H -9.521 0.193 2.994
O 15.216 0.822 -5.394
C 9.080 0.243 -3.732
H -9.644 1.664 4.954
H 3.357 -1.504 -4.163
H -9.681 -1.250 4.005
H -6.377 -1.117 5.155
H -8.424 0.165 7.869
H -4.480 -4.128 1.485
C 17.601 1.613 -7.390
H -0.343 0.342 0.756
H -5.360 -2.008 0.487
H -12.878 -0.597 6.328
H -13.511 2.621 8.490
H 11.551 -1.554 -3.598
C -0.704 -1.555 -0.232
H 9.905 -1.023 -5.268
H 16.376 -1.335 -7.695
C 3.529 -0.536 -0.512
H 13.007 -0.545 -3.710
O -4.134 -4.521 0.667
H 13.484 1.888 -5.785
H -3.084 -3.547 -0.780
H -13.636 0.050 7.806
H 4.956 -2.070 -2.458
H -7.999 -1.605 5.678
O 16.710 0.652 -7.930
O 2.741 -1.106 -1.544
H -5.215 1.308 -0.289
H -15.195 3.329 6.921
C -4.073 -3.488 -0.334
C -9.977 0.624 5.028
H -1.499 1.242 -2.755
H -1.089 -2.546 -0.007
H 15.041 -1.180 -5.660
H -7.332 -2.228 4.148
C 16.464 -0.444 -7.066
H 9.132 1.289 -3.411
H -4.743 -1.622 -2.973
H 3.907 -1.351 0.102
O 4.821 -0.229 -3.439
C -0.602 -0.680 1.009
H 14.804 2.141 -6.959
H 3.216 0.204 -4.605
C -14.812 1.418 6.003
H -1.551 -0.678 1.541
H 10.975 0.540 -2.051
C 10.150 -0.036 -1.630
Br -3.809 2.800 2.171
C -1.121 0.876 -1.809
H 2.918 0.125 0.113
H -7.858 0.974 6.395
C 2.518 -0.232 -2.640
C -4.896 -0.690 -2.439
C -5.427 0.468 2.183
C -15.549 2.296 6.994
```

## Properties
* electronic energy: -140966.4666 eV
* HOMO: -0.296 Eh
* F_max: 1.00 eV/Å
* structure (SMILES): CCP(C)[Si@@](C)(CCO)C[C@H](C)Br.COCCOC.COCCOC.COCCOC.COCCOC.COCCOC
* M: 735.8 g mol⁻¹
* LUMO energy: 0.55 eV